Version P
DFT (ωB97M-V/def2-TZVPD) results for a cluster of 3 separate species, C5H16NO4 in total.

```
26
C5H16NO4 | the OMol25 dataset | ωB97M-V/def2-TZVPD
O -1.30533 -0.65198 1.98866
C -0.12212 -0.50773 1.81010
O 0.69312 -0.58426 2.80054
C 0.55006 -0.37982 0.43151
C 0.77774 1.07574 0.12792
C 1.93837 1.63088 0.88629
C -0.40947 2.04408 0.47570
N -0.41970 -1.09048 -0.47106
H 0.33077 -0.17054 3.66711
H 1.41532 -0.90765 0.43186
H 1.16619 1.27360 -0.94511
H 2.06884 1.25199 1.91220
H 2.06444 2.73654 0.65825
H 3.01971 1.42512 0.76742
H -0.19222 3.11060 0.34099
H -0.66059 1.98632 1.54966
H -1.29475 2.10799 -0.15231
H -0.06805 -1.95359 -0.85464
H -0.76078 -0.45515 -1.35819
H -1.39942 -1.32280 0.14034
H -0.07715 -0.20002 -3.91521
H -0.90040 0.86241 -2.92566
O -0.74495 -0.03895 -3.17743
H -2.61646 -3.70777 -1.24032
H -1.23780 -4.11746 -1.55582
O -1.81537 -3.41705 -1.39280
```

## Properties
Total charge = +1
HOMO level = -14.304 eV
Multiplicity = 1
E_LUMO = -2.92 eV
Orbital gap = 11.4 eV

=====

Version Q
DFT (ωB97M-V/def2-TZVPD) results for a cluster of 4 separate species, C5H16NO4 in total.

```
26
C5H16NO4 | the OMol25 dataset | ωB97M-V/def2-TZVPD
O -0.12249 -0.39876 -1.14122
C -1.33375 -0.27044 -1.19387
C -2.21952 -0.29711 -0.00309
C -1.71263 0.23762 1.35930
C -0.41011 1.03334 1.31172
C 1.83569 0.39706 1.81609
N 0.77530 0.18555 1.16257
H -1.74773 -0.05424 -2.18936
H -3.09061 0.29911 -0.32353
H -2.76995 -1.24224 0.05609
H -2.48928 0.88414 1.73682
H -1.59297 -0.61586 2.03519
H -0.41646 1.76602 0.49648
H -0.33611 1.63364 2.20832
H 2.70537 -0.22319 1.59272
H 1.88769 1.16967 2.55949
H 0.70569 -0.43412 0.32254
H -0.21599 1.60369 -2.53030
H -0.43637 3.04638 -2.72272
O -0.60289 2.35814 -2.06273
H 1.70086 -3.61172 0.33198
H 0.28632 -3.65060 0.92039
O 0.89576 -3.09052 0.43021
H 3.58843 0.17015 -2.00295
H 2.23126 -0.46782 -2.43732
O 2.88452 -0.42787 -1.73283
```

## Properties
Total charge = +1
HOMO level = -14.014 eV
Multiplicity = 1
E_LUMO = -3.86 eV
Orbital gap = 10.2 eV

=====

Relative stability in kJ/mol, measured from the most stable structure: version P 85.9; version Q 0.0